Molecular formula: C36H41N8O2SZr
Method: DFT, ωB97M-V with the def2-TZVPD basis set

Last column: Löwdin charge in e.
Atoms and positions in Å:
Zr  0.26510  -0.11943  0.17304  1.4619
C  -1.53624  -0.98162  -2.33000  -0.1761
C  -2.78233  -0.55559  -1.56725  -0.1102
C  -2.87896  -0.94041  -0.10810  -0.2518
C  -4.14783  -1.02299  0.45360  -0.0062
C  -4.29955  -1.52196  1.73295  -0.0252
C  -3.17495  -1.95376  2.42010  -0.0327
C  -1.94298  -1.78816  1.82974  -0.1419
N  -1.77979  -1.24960  0.60514  -0.0034
N  -0.39720  -0.00441  -2.31195  -0.1945
C  -0.83909  1.24443  -3.00138  -0.1240
C  -1.24239  2.41434  -2.13622  -0.2852
C  -1.26732  3.69401  -2.68191  -0.0186
C  -1.64669  4.74647  -1.87118  -0.0449
C  -1.95592  4.49233  -0.54112  -0.0376
C  -1.87067  3.19215  -0.08352  -0.1098
N  -1.54084  2.16896  -0.87455  0.0701
C  0.67846  -0.56105  -3.17044  -0.1358
C  1.30787  -1.84821  -2.70536  -0.2829
C  2.22681  -2.46106  -3.54984  -0.0161
C  2.76017  -3.67881  -3.17609  -0.0350
C  2.34480  -4.25001  -1.98114  -0.0357
C  1.45487  -3.55355  -1.19043  -0.1729
N  0.95146  -2.35468  -1.52845  0.0276
H  -1.84891  -1.10475  -3.37386  0.1313
H  -1.16986  -1.93597  -1.96743  0.1046
H  -3.64419  -1.01563  -2.05273  0.1307
H  -2.93426  0.51794  -1.64632  0.1038
H  -5.00634  -0.72441  -0.13288  0.1250
H  -5.28228  -1.59897  2.17912  0.1208
H  -3.24308  -2.39163  3.40505  0.1212
H  -1.03071  -2.07489  2.33130  0.0622
H  -1.66609  0.98988  -3.67512  0.1415
H  -0.02975  1.58021  -3.64730  0.1119
H  -0.98724  3.85705  -3.71540  0.1219
H  -1.68648  5.75401  -2.26360  0.1151
H  -2.24114  5.28942  0.13078  0.1116
H  -2.04718  2.94783  0.95688  0.1037
H  1.46282  0.19358  -3.25824  0.1210
H  0.27313  -0.72039  -4.17847  0.1426
H  2.50512  -1.98847  -4.48308  0.1259
H  3.47704  -4.18428  -3.80955  0.1189
H  2.70803  -5.21599  -1.66146  0.1165
H  1.13239  -3.94887  -0.23768  0.0726
S  1.55483  -1.96980  1.48424  0.6303
C  1.85972  -1.61904  3.18404  -0.7565
N  2.89871  -2.13793  3.71635  0.0268
N  3.12237  -1.84981  5.05912  -0.0006
C  3.38005  -0.51910  5.48235  -0.2690
C  3.41576  0.57590  4.62510  -0.0559
C  3.65984  1.84654  5.13141  -0.0875
C  3.87920  2.04442  6.48434  -0.1008
C  3.85715  0.94681  7.33655  -0.0873
C  3.60623  -0.32152  6.84429  -0.0377
N  1.00206  -0.80048  3.97999  0.0562
N  0.18392  -0.13743  3.33661  0.0333
C  -0.60164  0.75066  4.12933  -0.2386
C  -1.77167  1.21426  3.53992  -0.0465
C  -2.59699  2.07714  4.23959  -0.0746
C  -2.21572  2.50447  5.50566  -0.0766
C  -1.02305  2.06862  6.06959  -0.0631
C  -0.20214  1.18248  5.38856  0.0000
H  3.83705  -2.47982  5.39221  0.1286
H  3.26130  0.44840  3.56344  0.0894
H  3.68088  2.68859  4.45082  0.1034
H  4.06582  3.03656  6.87195  0.1002
H  4.02633  1.08004  8.39727  0.1048
H  3.56679  -1.17073  7.51580  0.1132
H  -1.97814  0.88790  2.53109  0.0794
H  -3.52035  2.42893  3.79735  0.1038
H  -2.84711  3.19022  6.05572  0.1062
H  -0.73177  2.42519  7.04877  0.1090
H  0.73485  0.83840  5.80638  0.1032
C  2.44883  2.76548  -1.98169  -0.0446
C  2.49880  2.24591  -0.56670  -0.2331
O  2.45238  0.78643  -0.55746  -0.2953
C  3.67241  0.19356  -0.01211  -0.2497
C  4.08317  -1.01696  -0.80949  -0.0654
H  2.45120  3.85624  -1.96934  0.0921
H  1.53437  2.44919  -2.47622  0.0406
H  3.30489  2.42320  -2.56526  0.0880
H  1.67382  2.61119  0.04070  0.0919
H  3.43048  2.55439  -0.09715  0.1183
H  3.50298  -0.05475  1.03512  0.0814
H  4.45580  0.94752  -0.06879  0.1196
H  3.32595  -1.79541  -0.77086  0.0216
H  4.99598  -1.43077  -0.37875  0.0973
H  4.28006  -0.74687  -1.84806  0.0854
O  0.15261  1.39052  0.99547  -0.5633

Cartesian forces, eV/Å:
0.758 -0.713 -0.222
-0.227 0.149 -0.131
0.020 0.131 0.257
-0.096 -0.005 -0.008
0.068 -0.119 0.026
0.007 0.010 0.041
-0.044 -0.014 -0.018
0.088 0.034 0.014
-0.287 0.142 -0.304
-0.152 -0.178 0.130
-0.031 0.038 -0.032
0.123 -0.055 0.005
0.016 0.030 -0.050
-0.001 0.007 -0.017
0.007 0.004 0.018
-0.029 -0.043 0.051
-0.124 -0.239 -0.008
0.047 0.130 0.074
-0.051 -0.009 -0.123
-0.043 -0.094 0.037
0.005 0.007 -0.017
-0.019 -0.016 -0.011
-0.104 0.057 0.061
0.173 0.088 -0.019
0.190 -0.072 -0.041
-0.053 -0.033 0.010
0.056 -0.055 -0.044
-0.053 0.083 -0.049
-0.003 -0.027 -0.012
-0.002 0.002 -0.003
0.007 0.000 0.005
-0.020 0.000 -0.005
0.014 0.015 -0.005
0.011 0.023 -0.018
-0.012 -0.002 0.001
0.003 -0.002 -0.001
0.005 -0.006 0.004
-0.001 -0.001 -0.002
-0.003 0.005 0.068
0.036 -0.020 -0.006
-0.012 -0.008 -0.011
-0.002 0.006 -0.003
0.013 0.008 0.014
0.005 -0.002 0.015
-0.241 0.182 -0.085
0.129 0.107 -0.078
-0.161 0.041 0.270
0.095 0.018 -0.210
-0.025 0.033 0.118
0.070 0.029 0.040
-0.006 -0.032 -0.055
-0.008 -0.028 0.043
0.009 0.054 0.013
-0.025 -0.040 -0.049
0.081 0.040 -0.073
-0.145 -0.189 0.039
0.065 -0.036 -0.146
0.160 -0.034 0.068
0.046 -0.001 -0.026
-0.063 0.015 0.017
0.067 -0.039 0.037
-0.159 0.083 0.057
0.014 0.007 -0.047
-0.006 0.010 -0.024
-0.003 -0.002 0.000
0.000 0.000 0.000
0.002 -0.001 -0.001
-0.004 -0.005 -0.005
-0.176 0.059 -0.047
0.000 0.011 0.016
0.000 0.002 -0.009
0.011 -0.004 -0.002
-0.011 0.001 0.004
0.031 -0.012 -0.019
0.048 0.008 -0.018
-0.145 -0.048 0.187
0.081 -0.057 -0.176
-0.023 0.010 -0.011
0.023 0.003 -0.004
-0.082 -0.007 -0.064
-0.010 -0.004 0.000
-0.035 -0.054 -0.041
-0.025 0.017 0.089
-0.032 -0.005 -0.004
-0.002 0.029 -0.010
0.020 -0.003 0.019
0.009 0.016 0.000
0.004 -0.006 -0.003
0.142 0.577 0.519

charge	+1
relative energy (zero: lowest compared OMol25 entry of this formula, charge and spin)	0.929	eV
gap between HOMO and LUMO	7.0	eV
total energy	-66124.9124	eV